DFT (ωB97M-V/def2-TZVPD) results for 4 unconnected molecules or ions with the total composition C3H9N2 at a distorted geometry.

Computed properties:
Maximum force: 3.19 eV/A
Total charge: +1
Gap between HOMO and LUMO: 3.51 eV
Energy above the lowest of the compared OMol25 structures with the same formula, charge and spin: 12.219 eV

Each line ends with the Löwdin charge.
Atoms and positions in Å:
C (1.861, 1.127, -0.314)  0.323
C (2.701, 0.082, 0.142)  -0.206
N (2.125, -1.042, 0.378)  0.256
C (-2.383, -0.651, -0.513)  -0.323
N (-2.992, 0.168, 0.229)  0.184
H (-0.845, -0.764, -0.509)  0.130
H (2.185, 2.150, -0.169)  0.115
H (0.838, 0.779, -0.461)  0.067
H (-5.238, 1.884, 1.182)  -0.006
H (3.781, 0.216, 0.218)  0.138
H (2.593, -1.613, 1.090)  0.117
H (-2.618, -1.714, -0.337)  0.090
H (-5.671, 1.832, 0.575)  0.000
H (-2.196, -0.446, -1.578)  0.116

DFT (ωB97M-V/def2-TZVPD) results for 14 unconnected molecules or ions with the total composition C35H95BrN26O19S2 at a distorted geometry.

Computed properties:
Maximum force: 6.85 eV/A
Gap between HOMO and LUMO: 9.08 eV
Energy above the lowest of the compared OMol25 structures with the same formula, charge and spin: 13.169 eV

Each line ends with the Löwdin charge.
Atoms and positions in Å:
C (11.947, 4.579, 1.479)  -0.147
C (11.089, 4.265, 0.082)  -0.246
C (11.736, 2.860, -0.535)  -0.235
C (11.040, 1.615, 0.299)  -0.215
C (9.473, 1.374, -0.188)  -0.207
C (8.585, 1.206, 1.194)  -0.220
C (7.335, 0.140, 0.989)  -0.214
C (6.007, 0.668, 1.837)  -0.220
C (4.961, -0.579, 2.116)  -0.201
C (3.419, -0.096, 1.751)  -0.212
C (2.463, -0.114, 3.108)  -0.215
C (0.905, -0.382, 2.674)  -0.214
C (-0.028, 1.005, 2.659)  -0.205
C (-1.559, 0.514, 2.980)  -0.177
C (-2.673, 1.714, 3.068)  -0.259
C (-2.148, 3.075, 3.852)  -0.174
S (-3.347, 4.517, 3.483)  0.837
O (-2.631, 5.862, 3.897)  -0.383
O (-4.717, 4.359, 4.192)  -0.348
O (-3.569, 4.615, 1.790)  -0.332
C (-2.822, 3.566, 1.078)  -0.580
Br (-3.184, 3.879, -0.904)  0.778
C (-3.354, 2.074, 1.584)  -0.239
C (-4.985, 1.909, 1.562)  -0.134
C (-5.531, 0.925, 0.325)  -0.183
C (-6.039, 1.772, -0.986)  -0.228
C (-7.351, 1.149, -1.747)  -0.225
S (-8.965, 2.031, -1.240)  0.795
O (-9.513, 1.425, 0.079)  -0.394
O (-10.009, 1.759, -2.386)  -0.437
O (-8.781, 3.725, -1.156)  -0.233
H (12.761, 3.749, 1.652)  0.052
H (12.391, 5.661, 1.355)  0.071
H (11.216, 4.516, 2.412)  0.080
H (9.929, 4.108, 0.310)  0.102
H (11.230, 5.134, -0.719)  0.102
H (11.558, 2.824, -1.691)  0.100
H (12.906, 2.810, -0.319)  0.106
H (11.630, 0.606, 0.184)  0.110
H (11.013, 1.928, 1.441)  0.097
H (9.431, 0.432, -0.892)  0.101
H (9.041, 2.276, -0.814)  0.113
H (8.099, 2.241, 1.480)  0.107
H (9.236, 0.819, 2.109)  0.112
H (7.109, 0.062, -0.173)  0.091
H (7.715, -0.889, 1.449)  0.120
H (5.492, 1.544, 1.212)  0.111
H (6.417, 1.151, 2.827)  0.101
H (5.314, -1.498, 1.473)  0.106
H (5.023, -0.895, 3.257)  0.109
H (2.956, -0.767, 0.905)  0.099
H (3.379, 1.024, 1.349)  0.108
H (2.519, 0.933, 3.665)  0.112
H (2.876, -0.917, 3.868)  0.106
H (0.449, -1.204, 3.387)  0.113
H (0.875, -0.801, 1.562)  0.113
H (0.131, 1.492, 1.608)  0.118
H (0.335, 1.716, 3.543)  0.108
H (-1.547, -0.031, 4.035)  0.129
H (-1.815, -0.329, 2.180)  0.140
H (-3.562, 1.290, 3.741)  0.149
H (-2.008, 2.913, 5.015)  0.146
H (-1.094, 3.462, 3.449)  0.115
H (-1.637, 3.672, 1.174)  0.130
H (-2.914, 1.272, 0.818)  0.147
H (-5.575, 2.930, 1.496)  0.124
H (-5.388, 1.380, 2.554)  0.132
H (-4.732, 0.083, 0.063)  0.116
H (-6.480, 0.363, 0.757)  0.107
H (-5.126, 1.769, -1.755)  0.099
H (-6.206, 2.910, -0.679)  0.088
H (-7.229, 1.402, -2.907)  0.107
H (-7.437, -0.024, -1.687)  0.120
H (-8.128, 4.000, -0.435)  0.052
C (-6.517, 6.314, -0.817)  -0.656
O (-7.009, 5.256, -0.454)  0.001
N (-7.253, 7.415, -1.051)  0.168
N (-5.196, 6.472, -1.014)  0.155
H (-6.867, 8.294, -1.351)  0.104
H (-8.253, 7.339, -0.915)  0.120
H (-4.606, 5.667, -0.848)  -0.051
H (-4.773, 7.334, -1.312)  0.107
C (-6.283, -2.734, 1.289)  -0.720
O (-5.514, -1.916, 1.768)  0.005
N (-5.870, -3.756, 0.518)  0.166
N (-7.613, -2.686, 1.489)  0.165
H (-6.489, -4.439, 0.115)  0.047
H (-4.877, -3.828, 0.343)  0.107
H (-7.966, -1.932, 2.063)  0.114
H (-8.262, -3.350, 1.102)  0.082
C (13.917, 1.815, 3.856)  -0.707
O (12.800, 2.305, 3.865)  -0.004
N (14.130, 0.489, 3.943)  0.140
N (15.036, 2.555, 3.759)  0.151
H (15.043, 0.066, 3.938)  0.097
H (13.314, -0.104, 4.017)  0.084
H (14.921, 3.558, 3.692)  0.109
H (15.965, 2.169, 3.751)  0.097
C (-7.483, -1.022, -4.675)  -0.705
O (-6.714, -0.205, -4.195)  0.004
N (-7.070, -2.045, -5.446)  0.153
N (-8.813, -0.975, -4.475)  0.177
H (-7.689, -2.728, -5.849)  0.100
H (-6.077, -2.117, -5.621)  0.106
H (-9.166, -0.221, -3.901)  0.086
H (-9.462, -1.639, -4.862)  0.105
C (6.617, -1.170, -2.949)  -0.750
O (7.386, -0.352, -2.469)  0.010
N (7.030, -2.192, -3.719)  0.168
N (5.287, -1.122, -2.749)  0.170
H (6.411, -2.875, -4.123)  0.103
H (8.023, -2.264, -3.894)  0.116
H (4.934, -0.368, -2.174)  0.126
H (4.638, -1.786, -3.135)  0.113
C (4.943, 1.268, -5.470)  -0.717
O (3.885, 0.782, -5.102)  0.008
N (5.029, 2.130, -6.499)  0.145
N (6.117, 0.984, -4.878)  0.170
H (5.891, 2.540, -6.816)  0.096
H (4.167, 2.370, -6.971)  0.110
H (6.097, 0.339, -4.099)  0.041
H (6.999, 1.374, -5.167)  0.108
C (13.803, -2.269, 6.303)  -0.687
O (13.832, -1.248, 5.635)  -0.007
N (13.675, -2.259, 7.642)  0.165
N (13.897, -3.496, 5.760)  0.162
H (13.649, -3.090, 8.209)  0.104
H (13.601, -1.356, 8.091)  0.119
H (13.995, -3.549, 4.755)  0.116
H (13.875, -4.349, 6.294)  0.103
C (-7.156, -6.637, -2.137)  -0.684
O (-7.032, -5.739, -1.319)  -0.002
N (-6.833, -6.489, -3.434)  0.170
N (-7.628, -7.855, -1.814)  0.176
H (-6.929, -7.217, -4.122)  0.097
H (-6.475, -5.587, -3.719)  0.105
H (-7.883, -8.008, -0.847)  0.119
H (-7.738, -8.607, -2.473)  0.068
C (-10.717, -3.496, -1.064)  -0.724
O (-11.209, -4.553, -0.702)  0.015
N (-11.453, -2.394, -1.299)  0.160
N (-9.396, -3.338, -1.261)  0.160
H (-11.067, -1.515, -1.598)  0.093
H (-12.453, -2.470, -1.163)  0.114
H (-8.806, -4.143, -1.096)  0.074
H (-8.973, -2.475, -1.560)  0.090
C (-9.435, -9.826, -4.591)  -0.716
O (-8.215, -9.814, -4.602)  0.009
N (-10.174, -9.727, -5.711)  0.155
N (-10.151, -9.939, -3.457)  0.159
H (-11.180, -9.735, -5.721)  0.102
H (-9.674, -9.641, -6.586)  0.114
H (-9.634, -10.015, -2.591)  0.105
H (-11.157, -9.950, -3.428)  0.105
C (-2.851, -2.251, -2.000)  -0.722
O (-2.376, -2.135, -0.882)  0.015
N (-2.100, -2.225, -3.116)  0.149
N (-4.169, -2.415, -2.218)  0.169
H (-2.473, -2.318, -4.045)  0.094
H (-1.103, -2.103, -2.997)  0.111
H (-4.770, -2.440, -1.404)  0.081
H (-4.578, -2.512, -3.131)  0.086
C (-13.353, 4.683, -3.279)  -0.729
O (-14.298, 5.446, -3.158)  0.011
N (-12.610, 4.275, -2.234)  0.163
N (-12.970, 4.181, -4.467)  0.146
H (-11.828, 3.647, -2.313)  0.071
H (-12.864, 4.630, -1.322)  0.113
H (-13.503, 4.462, -5.279)  0.108
H (-12.195, 3.551, -4.586)  0.096
C (9.594, -0.101, 5.944)  -0.726
O (9.102, -1.158, 6.307)  0.009
N (8.858, 1.001, 5.710)  0.152
N (10.915, 0.057, 5.747)  0.171
H (9.245, 1.880, 5.410)  0.099
H (7.859, 0.925, 5.846)  0.107
H (11.505, -0.748, 5.913)  0.080
H (11.339, 0.920, 5.449)  0.078

DFT (ωB97M-V/def2-TZVPD) results for a molecular structure, C4H4N2 at a distorted geometry.

Computed properties:
Maximum force: 2.20 eV/A
Gap between HOMO and LUMO (alpha / beta): 8.35 / 8.35 eV
Energy above the lowest of the compared OMol25 structures with the same formula, charge and spin: 4.283 eV

Each line ends with the Löwdin charge.
Atoms and positions in Å:
C (1.133, 0.483, -0.550)  -0.119
C (1.298, -0.793, -0.160)  -0.152
N (0.019, -1.381, -0.034)  0.051
C (-0.978, -0.580, 0.034)  -0.128
C (-0.638, 0.910, 0.131)  -0.205
N (0.195, 1.150, -1.054)  0.110
H (0.203, 0.861, 0.920)  0.133
H (2.166, -1.316, 0.198)  0.090
H (-1.983, -0.974, 0.171)  0.109
H (-1.416, 1.640, 0.344)  0.111

DFT (ωB97M-V/def2-TZVPD) results for 12 unconnected molecules or ions with the total composition C3H28O12S2 at a distorted geometry.

Computed properties:
SMILES string: O=CCCSS.O.O.O.O.O.O.O.O.O.O.O
Maximum force: 8.52 eV/A
Gap between HOMO and LUMO: 8.78 eV

Each line ends with the Löwdin charge.
Atoms and positions in Å:
C (0.648, -1.953, -1.971)  -0.191
C (-0.145, -3.112, -1.364)  -0.265
O (-1.147, -3.402, -1.951)  0.034
C (1.408, -0.808, -1.185)  -0.646
S (2.503, 0.149, -2.115)  0.446
S (3.840, 1.553, -1.329)  0.335
H (1.502, -2.429, -2.582)  0.131
H (-0.104, -1.450, -2.673)  0.099
H (-0.002, -3.447, -0.369)  0.103
H (0.504, -0.053, -0.846)  0.090
H (1.813, -1.235, -0.141)  0.098
H (3.373, 2.725, -1.651)  -0.235
H (-3.492, -0.015, -1.116)  0.087
H (-2.466, 1.158, -1.363)  0.018
O (-2.874, 0.634, -0.640)  -0.101
H (-1.880, -2.445, 0.770)  0.097
H (-1.593, -1.029, 0.165)  0.015
O (-1.166, -1.772, 0.609)  -0.060
H (2.887, -2.420, 2.025)  0.013
H (3.686, -1.237, 1.699)  0.047
O (3.645, -2.214, 1.462)  -0.100
H (0.518, 2.285, 1.489)  -0.054
H (0.505, 3.934, 1.701)  0.139
O (0.039, 3.044, 1.479)  -0.050
H (-1.272, 0.542, 3.457)  0.026
H (0.053, 1.295, 3.928)  0.032
O (-0.396, 0.465, 3.863)  -0.039
H (2.383, 1.058, 1.992)  -0.056
H (3.109, 2.366, 2.249)  0.024
O (2.314, 1.922, 2.207)  0.013
H (-0.883, 1.195, -2.543)  -0.016
H (-1.070, 0.079, -3.694)  0.103
O (-1.475, 0.561, -2.910)  -0.089
H (-3.139, -2.537, -2.568)  -0.018
H (-2.699, -1.073, -2.858)  0.002
O (-3.441, -1.677, -2.699)  -0.030
H (-1.130, 3.225, -1.396)  0.042
H (-0.663, 2.459, -0.182)  0.068
O (-0.844, 2.368, -1.183)  -0.059
H (-2.698, 0.553, 1.174)  -0.088
H (-1.705, 1.532, 1.727)  0.028
O (-2.150, 0.693, 1.821)  0.010
H (1.175, -0.334, 3.248)  0.034
H (0.905, -0.543, 1.823)  0.020
O (1.624, -0.611, 2.438)  -0.058

DFT (ωB97M-V/def2-TZVPD) results for 2 unconnected molecules or ions with the total composition C18H44N2O2PS.

Computed properties:
Maximum force: 0.45 eV/A
Total charge: +1
Gap between HOMO and LUMO: 8.18 eV

Each line ends with the Löwdin charge.
Atoms and positions in Å:
C (2.705, -4.303, -0.536)  -0.114
C (3.326, -3.636, -1.763)  -0.253
C (2.808, -2.210, -2.035)  -0.211
C (1.902, -2.071, -3.264)  -0.272
N (0.453, -2.112, -2.937)  -0.171
P (-0.593, -0.867, -3.383)  0.592
S (0.810, 0.735, -2.434)  0.408
C (-1.948, -0.316, -2.287)  -0.260
C (-1.848, -0.866, -0.849)  -0.447
C (-3.084, -1.663, -0.427)  -0.032
O (-1.638, 0.244, 0.054)  -0.091
O (-1.570, -1.838, -4.365)  -0.344
C (-2.583, -2.755, -4.004)  -0.269
C (-2.173, -3.876, -3.058)  -0.258
C (-3.385, -4.726, -2.693)  -0.097
H (3.296, -5.154, -0.199)  0.069
H (2.640, -3.594, 0.293)  0.065
H (1.695, -4.663, -0.739)  0.067
H (3.139, -4.262, -2.639)  0.098
H (4.410, -3.611, -1.639)  0.101
H (3.643, -1.514, -2.129)  0.108
H (2.227, -1.880, -1.170)  0.075
H (2.140, -1.165, -3.815)  0.070
H (2.083, -2.908, -3.943)  0.115
H (0.053, -2.955, -3.327)  0.059
H (-0.345, -0.099, -4.520)  0.041
H (1.206, 0.116, -1.315)  -0.240
H (-1.838, 0.765, -2.226)  0.062
H (-2.908, -0.539, -2.747)  0.075
H (-0.968, -1.512, -0.778)  0.114
H (-3.322, -1.425, 0.610)  0.081
H (-3.959, -1.418, -1.029)  0.082
H (-2.910, -2.738, -0.492)  0.066
H (-0.952, -0.030, 0.672)  0.074
H (-2.916, -3.209, -4.940)  0.130
H (-3.452, -2.226, -3.593)  0.108
H (-1.435, -4.513, -3.557)  0.116
H (-1.690, -3.480, -2.159)  0.081
H (-3.940, -5.002, -3.592)  0.081
H (-3.088, -5.650, -2.200)  0.077
H (-4.074, -4.190, -2.037)  0.067
C (1.932, 4.057, 5.718)  -0.086
C (0.738, 3.183, 5.339)  -0.216
C (0.829, 2.570, 3.942)  -0.114
N (0.045, 3.273, 2.850)  -0.268
C (-1.412, 3.019, 3.036)  0.026
C (0.335, 4.753, 2.802)  -0.097
C (1.618, 4.846, 2.004)  -0.136
C (1.353, 3.863, 0.860)  -0.122
C (0.510, 2.749, 1.492)  -0.081
H (2.015, 4.954, 5.102)  0.065
H (1.852, 4.380, 6.755)  0.085
H (2.863, 3.498, 5.617)  0.086
H (-0.198, 3.733, 5.461)  0.106
H (0.677, 2.354, 6.046)  0.121
H (0.446, 1.550, 3.935)  0.134
H (1.865, 2.534, 3.608)  0.133
H (-1.731, 3.423, 3.993)  0.106
H (-1.590, 1.947, 3.007)  0.114
H (-1.957, 3.503, 2.230)  0.117
H (-0.492, 5.215, 2.263)  0.144
H (0.364, 5.154, 3.810)  0.119
H (2.473, 4.539, 2.609)  0.115
H (1.806, 5.860, 1.658)  0.130
H (2.261, 3.470, 0.410)  0.125
H (0.782, 4.350, 0.071)  0.125
H (1.071, 1.835, 1.665)  0.131
H (-0.373, 2.507, 0.904)  0.119

DFT (ωB97M-V/def2-TZVPD) results for a single C17H18F2N4O3S molecule at a distorted geometry.

Computed properties:
SMILES string: COc1cc(F)c([C@@H]2CC(=O)NC[C@H]2NC(=O)Nc2cc(C)ns2)c(F)c1
Maximum force: 2.73 eV/A
Gap between HOMO and LUMO: 9.50 eV

Each line ends with the Löwdin charge.
Atoms and positions in Å:
O (-1.695, -0.511, 3.376)  0.059
O (-0.719, 5.370, 2.395)  0.060
F (2.214, 1.490, 0.003)  0.050
F (-2.519, 0.695, -0.538)  0.087
N (1.322, -2.988, -1.024)  -0.259
O (0.459, -0.708, -3.928)  -0.090
S (1.557, -2.240, 0.488)  1.025
C (-0.772, -0.803, 2.619)  -0.517
C (-0.426, 4.206, 2.307)  -0.491
C (0.123, -3.484, -1.178)  -0.434
C (-0.740, -3.266, -0.049)  -0.076
C (-0.153, -2.521, 0.921)  -0.495
C (1.320, 0.435, -1.945)  0.028
C (-0.992, 0.040, -2.207)  0.068
C (1.105, 1.052, -0.700)  -0.196
C (-1.248, 0.639, -0.960)  -0.202
C (0.297, -0.094, -2.695)  -0.291
C (-0.196, 1.163, -0.182)  -0.055
N (-0.889, -1.994, 1.932)  0.104
N (-0.146, 3.579, 3.475)  0.076
N (0.348, -0.018, 2.477)  0.122
C (1.805, -1.167, -4.227)  -0.063
C (-0.326, -4.030, -2.543)  -0.021
C (-0.382, 3.476, 0.955)  -0.013
C (-0.258, 2.134, 3.607)  -0.121
C (-0.508, 1.931, 1.124)  -0.184
C (0.330, 1.470, 2.338)  -0.221
H (-1.752, -3.618, -0.007)  0.114
H (2.373, 0.403, -2.315)  0.137
H (-1.820, -0.356, -2.840)  0.147
H (-1.816, -2.391, 2.090)  0.167
H (-0.456, 4.130, 4.268)  0.150
H (1.100, -0.441, 1.948)  0.048
H (2.443, -0.315, -4.411)  0.078
H (2.197, -1.790, -3.413)  0.082
H (1.789, -1.741, -5.171)  0.099
H (0.563, -4.239, -3.157)  0.079
H (-0.945, -3.287, -3.040)  0.070
H (-0.875, -4.984, -2.485)  0.080
H (0.582, 3.685, 0.459)  0.135
H (-1.166, 3.871, 0.338)  0.123
H (0.354, 1.772, 4.460)  0.140
H (-1.265, 1.895, 3.774)  0.095
H (-1.584, 1.781, 1.415)  0.161
H (1.368, 1.765, 2.246)  0.148